one | Computed, not measured: an isolated ion of composition C4H11N2 and charge +1, with ωB97M-V/def2-TZVPD.

Values from the calculation:
Spin multiplicity: 1
M (Da): 87.1
Net charge: +1

Positions of all 17 atoms, in Å:
1 C 0.16 -2.05 -1.04
2 C 0.46 -1.42 0.38
3 C 0.02 0.02 0.31
4 N -1.42 0.50 0.27
5 C 0.91 0.97 0.74
6 N 0.25 2.38 0.42
7 H 0.20 -3.21 -1.11
8 H 0.92 -1.83 -1.68
9 H -0.90 -1.81 -1.37
10 H 1.53 -1.42 0.58
11 H -0.19 -2.00 1.06
12 H -2.12 -0.21 0.52
13 H -1.63 1.15 -0.56
14 H 1.95 1.04 0.60
15 H -0.40 1.94 -0.24
16 H -0.30 2.68 1.18
17 H 0.54 3.28 -0.05


two | Computed, not measured: a 2-piece molecular cluster, C4H11N2 overall, with ωB97M-V/def2-TZVPD.

Values from the calculation:
Spin multiplicity: 1
M (Da): 87.1
Net charge: +1

Positions of all 17 atoms, in Å:
1 C 1.29 -1.71 -1.06
2 C 0.21 -1.91 -0.05
3 C -1.09 -1.62 -0.20
4 H 1.72 -2.67 -1.34
5 H 0.94 -1.25 -1.99
6 H 2.10 -1.10 -0.64
7 H 0.52 -2.40 0.87
8 H -1.81 -1.99 0.51
9 H -1.46 -1.14 -1.10
10 N 0.58 1.74 -0.43
11 C -0.11 2.09 0.62
12 N -0.99 1.35 1.23
13 H 0.51 0.82 -0.84
14 H 1.24 2.38 -0.82
15 H 0.06 3.08 1.03
16 H -1.47 1.72 2.04
17 H -1.20 0.39 0.97


three | Computed, not measured: an isolated ion of composition C4H11N2 and charge +1, with ωB97M-V/def2-TZVPD.

Values from the calculation:
Spin multiplicity: 1
M (Da): 87.1
Net charge: +1

Positions of all 17 atoms, in Å:
1 C 1.86 0.20 -0.52
2 C 0.50 -0.02 0.09
3 N 0.13 -1.39 0.41
4 C -0.16 1.01 0.96
5 C -0.75 0.71 -0.40
6 N -1.88 -0.21 -0.39
7 H 1.98 -0.41 -1.41
8 H 2.64 -0.04 0.19
9 H 1.98 1.25 -0.81
10 H 0.60 -2.06 -0.20
11 H 0.32 -1.65 1.37
12 H 0.33 1.95 1.09
13 H -0.71 0.68 1.83
14 H -0.72 1.45 -1.18
15 H -2.23 -0.42 -1.32
16 H -2.65 0.08 0.22
17 H -1.25 -1.11 0.06


What should be chosen as the least stable of them? Choose one.


one | Computed, not measured: C4H11N2 as an isolated structure, with ωB97M-V/def2-TZVPD.

Values from the calculation:
Spin multiplicity: 1
M (Da): 87.1
Net charge: +1

Positions of all 17 atoms, in Å:
1 C -0.93 -1.00 -0.23
2 C 0.16 -0.25 -0.81
3 C -0.15 0.13 0.58
4 C 0.92 -0.26 1.57
5 N 1.20 -0.55 -1.51
6 N -0.83 1.29 0.93
7 H -1.95 -0.73 -0.43
8 H -0.80 -2.07 -0.12
9 H -0.72 1.13 -1.88
10 H 0.47 -0.43 2.55
11 H 1.65 0.54 1.67
12 H 1.43 -1.17 1.27
13 H 2.03 0.04 -1.52
14 H 1.19 -1.33 -2.17
15 H -1.06 1.76 -2.25
16 H -0.92 1.44 1.92
17 H -1.69 1.48 0.44


two | Computed, not measured: an isolated ion of composition C4H11N2 and charge +1, with ωB97M-V/def2-TZVPD.

Values from the calculation:
Spin multiplicity: 1
M (Da): 87.1
Net charge: +1

Positions of all 17 atoms, in Å:
1 C -2.45 0.80 -0.01
2 N -1.04 0.35 -0.24
3 C -0.66 -1.08 0.01
4 C 0.78 -1.18 -0.60
5 C 1.71 -0.18 0.06
6 N 3.09 0.72 0.32
7 H -2.61 1.90 -0.16
8 H -3.11 0.30 -0.70
9 H -2.52 0.54 1.10
10 H -0.70 0.59 -1.18
11 H -0.41 0.71 0.45
12 H -0.54 -1.19 1.09
13 H -1.28 -1.70 -0.48
14 H 1.16 -1.75 -1.40
15 H 1.26 0.22 0.97
16 H 3.77 0.53 -0.42
17 H 3.54 0.44 1.21


What should be chosen as the least stable of them? Choose two.


one | Computed, not measured: a 2-piece molecular cluster, C4H11N2 overall, with ωB97M-V/def2-TZVPD.

Values from the calculation:
Spin multiplicity: 1
M (Da): 87.1
Net charge: +1

Positions of all 17 atoms, in Å:
1 C -2.26 0.55 -1.78
2 N -1.00 0.42 -1.66
3 H -2.93 0.14 -1.03
4 H -2.68 1.08 -2.62
5 H -0.45 0.95 -2.33
6 H -0.41 -0.28 -0.96
7 C 2.01 0.34 0.63
8 C 0.71 -0.30 1.00
9 C -0.04 0.05 2.04
10 N 0.18 -1.19 0.00
11 H 1.96 0.86 -0.33
12 H 2.85 -0.36 0.60
13 H 2.26 1.04 1.42
14 H -0.94 -0.49 2.32
15 H 0.32 0.77 2.76
16 H 0.92 -1.74 -0.43
17 H -0.51 -1.84 0.38


two | Computed, not measured: an isolated ion of composition C4H11N2 and charge +1, with ωB97M-V/def2-TZVPD.

Values from the calculation:
Spin multiplicity: 1
M (Da): 87.1
Net charge: +1

Positions of all 17 atoms, in Å:
1 C -1.93 0.91 0.05
2 N -0.82 0.07 0.20
3 C -1.16 -1.26 -0.15
4 C 0.52 0.59 0.21
5 C 1.65 -0.31 0.37
6 N 2.81 -0.09 -0.28
7 H -2.46 0.88 -0.89
8 H -2.77 0.51 0.76
9 H -1.74 1.97 0.28
10 H -1.96 -1.74 0.33
11 H -1.44 -1.14 -1.22
12 H -0.31 -1.90 -0.08
13 H 0.72 1.25 1.08
14 H 0.62 1.25 -0.62
15 H 1.50 -1.04 1.07
16 H 3.02 0.68 -0.99
17 H 3.75 -0.63 -0.12


What should be chosen as the least stable of them? Choose two.


one | Computed, not measured: C47H45O6P4Sr as an isolated structure, with ωB97M-V/def2-TZVPD.

Values from the calculation:
Spin multiplicity: 1
M (Da): 917.4
Net charge: +1

Positions of all 103 atoms, in Å:
1 Sr 1.03 0.45 0.79
2 O 1.80 -0.18 4.03
3 C 0.95 -0.59 3.23
4 C -0.28 -1.28 3.81
5 C -0.66 -1.16 5.15
6 C -1.82 -1.76 5.60
7 C -2.61 -2.50 4.73
8 C -2.24 -2.64 3.40
9 C -1.08 -2.02 2.94
10 P -0.47 -2.15 1.22
11 C 0.83 -3.42 1.32
12 C 0.83 -4.42 2.29
13 C 1.85 -5.36 2.33
14 C 2.88 -5.32 1.40
15 C 2.89 -4.33 0.43
16 C 1.87 -3.39 0.39
17 C -1.84 -3.00 0.34
18 C -2.99 -2.25 0.08
19 C -4.06 -2.82 -0.59
20 C -3.99 -4.13 -1.04
21 C -2.84 -4.87 -0.80
22 C -1.77 -4.31 -0.12
23 H -0.02 -0.58 5.81
24 H -2.12 -1.66 6.64
25 H -3.52 -2.97 5.08
26 H -2.86 -3.23 2.73
27 H 0.04 -4.45 3.03
28 H 1.84 -6.13 3.09
29 H 3.67 -6.05 1.43
30 H 3.70 -4.28 -0.29
31 H 1.89 -2.61 -0.37
32 H -3.07 -1.24 0.45
33 H -4.96 -2.23 -0.77
34 H -4.83 -4.57 -1.57
35 H -2.78 -5.90 -1.14
36 H -0.89 -4.90 0.07
37 O 1.36 0.82 -1.69
38 P -0.02 0.84 -2.31
39 C -1.32 1.20 -1.07
40 P -1.17 2.54 0.22
41 O -0.96 1.82 1.53
42 C 0.31 3.52 -0.10
43 C 1.32 3.53 0.86
44 C 2.52 4.19 0.62
45 C 2.69 4.87 -0.58
46 C 1.67 4.91 -1.52
47 C 0.48 4.24 -1.28
48 C -2.63 3.54 0.07
49 C -2.55 4.93 0.10
50 C -3.72 5.69 0.05
51 C -4.95 5.06 -0.02
52 C -5.03 3.67 -0.03
53 C -3.88 2.91 0.01
54 C -0.50 -0.78 -2.90
55 C -1.78 -1.03 -3.41
56 C -2.15 -2.32 -3.74
57 C -1.26 -3.37 -3.55
58 C 0.01 -3.13 -3.05
59 C 0.39 -1.84 -2.73
60 C -0.18 2.08 -3.60
61 C -1.40 2.65 -3.97
62 C -1.43 3.61 -4.96
63 C -0.26 4.00 -5.59
64 C 0.95 3.43 -5.23
65 C 1.00 2.47 -4.23
66 H -1.42 0.25 -0.50
67 H -2.27 1.32 -1.60
68 H 1.15 3.05 1.83
69 H 3.30 4.18 1.36
70 H 3.63 5.38 -0.77
71 H 1.81 5.46 -2.44
72 H -0.31 4.28 -2.02
73 H -1.59 5.42 0.17
74 H -3.66 6.77 0.08
75 H -5.85 5.65 -0.05
76 H -6.00 3.19 -0.07
77 H -3.95 1.83 0.02
78 H -2.48 -0.21 -3.56
79 H -3.14 -2.51 -4.13
80 H -1.56 -4.38 -3.79
81 H 0.70 -3.95 -2.91
82 H 1.39 -1.64 -2.34
83 H -2.32 2.36 -3.48
84 H -2.38 4.06 -5.24
85 H -0.29 4.76 -6.37
86 H 1.86 3.74 -5.72
87 H 1.94 2.04 -3.93
88 C 4.93 -0.24 -0.66
89 O 5.14 0.38 0.60
90 P 4.05 0.06 1.75
91 O 4.45 -1.48 1.99
92 C 4.05 -2.21 3.17
93 O 4.73 0.79 2.99
94 C 4.06 1.84 3.68
95 H 5.53 0.29 -1.40
96 H 3.87 -0.15 -0.96
97 H 5.20 -1.29 -0.64
98 H 3.04 -2.58 3.05
99 H 4.10 -1.57 4.05
100 H 4.75 -3.04 3.25
101 H 2.99 1.87 3.42
102 H 4.53 2.79 3.43
103 H 4.14 1.66 4.74


two | Computed, not measured: C47H45O6P4Sr as an isolated structure, with ωB97M-V/def2-TZVPD.

Values from the calculation:
Spin multiplicity: 1
M (Da): 917.4
Net charge: +1

Positions of all 103 atoms, in Å:
1 Sr -0.38 1.03 1.40
2 O 2.61 0.26 -1.86
3 C 2.94 -0.57 -1.17
4 C 3.45 -1.56 -0.41
5 C 4.76 -1.37 0.13
6 C 5.33 -2.35 0.89
7 C 4.62 -3.53 1.15
8 C 3.34 -3.71 0.67
9 C 2.72 -2.76 -0.14
10 P 0.98 -2.91 -0.62
11 C 0.90 -2.89 -2.45
12 C -0.37 -3.16 -2.96
13 C -0.60 -3.13 -4.32
14 C 0.44 -2.81 -5.19
15 C 1.70 -2.55 -4.69
16 C 1.94 -2.59 -3.32
17 C 0.69 -4.67 -0.19
18 C 0.34 -4.90 1.14
19 C 0.10 -6.19 1.57
20 C 0.22 -7.26 0.68
21 C 0.58 -7.02 -0.63
22 C 0.81 -5.73 -1.08
23 H 5.30 -0.46 -0.08
24 H 6.33 -2.23 1.28
25 H 5.08 -4.31 1.74
26 H 2.82 -4.63 0.89
27 H -1.16 -3.39 -2.26
28 H -1.58 -3.33 -4.71
29 H 0.26 -2.75 -6.25
30 H 2.52 -2.32 -5.36
31 H 2.94 -2.39 -2.95
32 H 0.28 -4.04 1.80
33 H -0.18 -6.37 2.60
34 H 0.02 -8.26 1.02
35 H 0.69 -7.85 -1.31
36 H 1.09 -5.56 -2.11
37 O 1.18 1.65 -0.04
38 P 0.52 2.95 0.10
39 C -0.77 3.29 -1.07
40 P -2.00 2.32 -0.16
41 O -1.56 0.92 -0.20
42 C -3.47 2.58 -1.18
43 C -3.59 3.56 -2.15
44 C -4.81 3.78 -2.77
45 C -5.91 3.02 -2.41
46 C -5.79 2.03 -1.44
47 C -4.57 1.82 -0.82
48 C -2.72 2.82 1.38
49 C -2.41 2.19 2.55
50 C -2.94 2.64 3.74
51 C -3.79 3.74 3.74
52 C -4.14 4.35 2.55
53 C -3.61 3.88 1.36
54 C -0.29 3.23 1.60
55 C 0.41 2.83 2.71
56 C 0.16 3.40 3.95
57 C -0.67 4.49 4.02
58 C -1.20 5.06 2.86
59 C -0.99 4.44 1.67
60 C 1.57 4.40 -0.03
61 C 1.75 5.28 1.02
62 C 2.40 6.48 0.79
63 C 2.89 6.76 -0.48
64 C 2.72 5.86 -1.52
65 C 2.06 4.67 -1.29
66 H -0.65 2.80 -2.04
67 H -0.97 4.36 -1.16
68 H -2.73 4.18 -2.43
69 H -4.89 4.54 -3.53
70 H -6.86 3.20 -2.88
71 H -6.64 1.43 -1.17
72 H -4.46 1.06 -0.07
73 H -1.77 1.36 2.56
74 H -2.67 2.14 4.66
75 H -4.16 4.13 4.68
76 H -4.82 5.19 2.53
77 H -3.84 4.37 0.42
78 H 1.24 2.17 2.59
79 H 0.67 3.02 4.82
80 H -0.85 4.98 4.97
81 H -1.74 5.99 2.88
82 H -1.34 4.87 0.73
83 H 1.37 5.04 2.01
84 H 2.52 7.19 1.59
85 H 3.40 7.70 -0.66
86 H 3.11 6.09 -2.50
87 H 1.89 3.94 -2.08
88 C -2.70 -3.97 0.73
89 O -3.36 -2.99 -0.04
90 P -2.78 -1.45 0.00
91 O -3.53 -0.93 -1.31
92 C -2.83 -0.70 -2.52
93 O -3.85 -0.75 1.00
94 C -3.80 -1.14 2.37
95 H -3.44 -4.50 1.33
96 H -1.95 -3.49 1.37
97 H -2.21 -4.69 0.06
98 H -3.15 0.26 -2.92
99 H -3.09 -1.48 -3.24
100 H -1.75 -0.70 -2.36
101 H -4.45 -0.45 2.91
102 H -2.75 -1.07 2.73
103 H -4.19 -2.15 2.48


What should be chosen as the least stable of them? Choose two.


one | Computed, not measured: a 2-piece molecular cluster, C2H2O4 overall, with ωB97M-V/def2-TZVPD.

Values from the calculation:
Spin multiplicity: 1
M (Da): 90.0
Net charge: 0

Positions of all 8 atoms, in Å:
1 C -2.71 -0.21 -0.28
2 C 1.34 -0.53 0.14
3 O -3.51 -1.01 -0.17
4 O -2.13 0.77 -0.33
5 O 2.61 -0.69 0.33
6 O 1.01 0.84 0.09
7 H 3.32 0.03 0.43
8 H 0.07 0.79 -0.20


two | Computed, not measured: a 2-piece molecular cluster, C2H2O4 overall, with ωB97M-V/def2-TZVPD.

Values from the calculation:
Spin multiplicity: 1
M (Da): 90.0
Net charge: 0

Positions of all 8 atoms, in Å:
1 C -0.92 1.48 -1.24
2 C 0.45 -0.20 0.59
3 O -1.49 0.53 -0.96
4 O -0.31 2.42 -1.50
5 O 1.72 -0.62 0.38
6 O -0.27 -1.21 0.96
7 H 1.97 -1.49 0.58
8 H -1.17 -0.91 1.20


What should be chosen as the least stable of them? Choose one.